Entry from OMol25: a cluster of 2 separate species, C3H7O3 in total in a non-equilibrium geometry (ωB97M-V/def2-TZVPD).

Geometry as ORCA input:
```
! wB97M-V def2-TZVPD RIJCOSX def2/J DEFGRID3
* xyz -1 1
C -0.7695 -1.5222 -1.9024
O 0.6428 -1.7663 -1.7771
H 0.7973 -1.8495 -0.8184
H -0.9672 -0.4645 -1.9392
H -1.0963 -1.9506 -2.8552
H -1.3116 -1.8940 -1.0349
C 0.7157 1.9009 0.4105
C -0.0559 0.8017 1.1845
O 0.3431 0.7054 2.3761
O -0.9451 0.1264 0.6310
H 1.6980 1.5807 0.0562
H 0.7653 2.7493 1.0854
H 0.2041 2.2621 -0.4972
*
```

Summary:
total energy = -9368.0451 eV
energy above the lowest of the compared OMol25 structures with the same formula, charge and spin = 25.7 kcal/mol
orbital gap = 0.291 hartree